1.
This record from OMol25 describes 2 unconnected molecules or ions with the total composition C5H12Cl2IN3OP. The level of theory is the ωB97M-V functional and the def2-TZVPD basis.

- Total charge: +1
- HOMO: -12.75 eV
- Gap between HOMO and LUMO: 9.2 eV
- ΔE to the lowest compared entry with this formula, charge and spin: 0.0 kcal per mole
- Calculated total energy: -1996.473254 Ha

Geometry as XYZ:
```
25
C5H12Cl2IN3OP, DFT the ωB97M-V functional and the def2-TZVPD basis
O -2.63100 1.15978 -4.74791
P -1.92157 0.02846 -3.82630
I -0.68435 -1.11703 -5.54561
N -0.61490 1.10711 -3.17120
C -0.20606 0.97892 -1.92217
N -0.33107 -0.25619 -1.29841
C -0.43872 0.06819 0.16255
C -0.38905 1.60423 0.21447
N 0.25718 1.93205 -1.09501
H -2.79242 2.00598 -4.32470
H -0.16840 1.79692 -3.76844
H 0.56190 -0.72112 -1.46101
H 0.38372 -0.41384 0.67959
H -1.36758 -0.28816 0.59453
H -1.40359 1.99753 0.16153
H 0.15240 2.00235 1.06358
H 0.09440 2.87613 -1.42827
Cl 1.75156 -2.45378 1.73441
C 2.10600 -2.11826 3.45575
C 0.86341 -1.69656 4.19704
Cl 0.26397 -0.10497 3.63516
H 2.86905 -1.34548 3.48527
H 2.50530 -3.03497 3.88370
H 1.08335 -1.59584 5.25771
H 0.05646 -2.41146 4.06375
```

2.
This record from OMol25 describes C2H3NOS in the gas phase. The level of theory is the ωB97M-V functional and the def2-TZVPD basis.

- HOMO: -8.51 eV
- Gap between HOMO and LUMO: 9.1 eV
- ΔE to the lowest compared entry with this formula, charge and spin: 46.8 kcal per mole
- Calculated total energy: -606.112800 Ha
- SMILES string: C1=NSCO1

Geometry as XYZ:
```
8
C2H3NOS, DFT the ωB97M-V functional and the def2-TZVPD basis
C -0.68661 1.12080 0.12848
N -1.64502 0.15501 0.06991
S -1.03496 -1.37801 -0.26582
C 0.78112 -0.73754 0.05146
O 0.66110 0.74973 -0.02114
H -0.97810 2.11708 -0.23133
H 1.44188 -1.13861 -0.74041
H 1.46058 -0.88847 1.00885
```

3.
This record from OMol25 describes 6 unconnected molecules or ions with the total composition C21H59N7O6. The level of theory is the ωB97M-V functional and the def2-TZVPD basis.

- HOMO: -8.55 eV
- Gap between HOMO and LUMO: 9.1 eV
- ΔE to the lowest compared entry with this formula, charge and spin: 37.6 kcal per mole
- Calculated total energy: -1670.144663 Ha
- SMILES string: COC[C@H](C)N.COC[C@H](C)N.COC[C@H](C)N.COC[C@H](C)N.COC[C@H](C)N.NC(N)=O

Geometry as XYZ:
```
93
C21H59N7O6, DFT the ωB97M-V functional and the def2-TZVPD basis
C -0.86058 -3.80399 2.60076
O -2.26183 -3.93848 2.40300
C -2.97544 -3.68539 3.58216
C -4.46217 -3.56758 3.32815
C -4.97494 -2.43776 2.52193
N -5.10564 -3.43536 4.71608
H -0.49293 -2.77904 2.59942
H -0.35380 -4.36287 1.84996
H -0.64251 -4.26814 3.53521
H -2.85866 -4.54437 4.22254
H -2.65600 -2.78429 4.15264
H -4.71407 -4.51070 2.87578
H -4.50536 -1.50914 2.93868
H -6.05629 -2.37202 2.45740
H -4.56487 -2.53321 1.51470
H -4.91652 -2.49258 5.05688
H -4.61326 -4.01618 5.41650
C -3.80490 6.09323 -2.06241
O -3.97150 5.50047 -0.79244
C -2.76020 5.53561 0.02020
C -2.51071 4.14855 0.64454
C -1.46477 4.21602 1.77048
N -1.97922 3.29027 -0.35108
H -3.34848 7.12007 -2.04718
H -4.79130 6.07098 -2.56201
H -3.08836 5.51919 -2.65269
H -1.93977 5.80544 -0.59424
H -2.80138 6.25373 0.82991
H -3.51538 3.82917 1.02903
H -0.66966 4.85700 1.48699
H -1.07488 3.19052 2.02936
H -1.90731 4.67068 2.67893
H -1.84606 2.35122 -0.00933
H -2.53939 3.30918 -1.19888
C 5.74361 1.87097 -1.06603
O 4.46025 1.43450 -0.69443
C 3.41164 2.25071 -1.28824
C 2.04840 1.57624 -0.96842
C 1.99892 0.21632 -1.69774
N 0.98262 2.31899 -1.52813
H 6.42738 1.01106 -0.86275
H 6.05673 2.66872 -0.41592
H 5.87429 2.13525 -2.11398
H 3.56655 3.23815 -0.89841
H 3.55579 2.22634 -2.36839
H 2.00319 1.43432 0.14005
H 1.81995 0.44249 -2.73222
H 1.07554 -0.32736 -1.38251
H 2.85210 -0.46952 -1.58984
H 0.58729 2.99553 -0.94029
H 0.17099 1.71368 -1.75119
C 2.26002 -2.71593 2.18320
O 3.40716 -2.06540 2.77183
C 3.76665 -0.81180 2.05360
C 4.98087 -0.26905 2.77516
C 4.61683 -0.15212 4.22707
N 5.39253 0.98876 2.21680
H 1.39333 -2.01719 2.26012
H 2.15680 -3.66416 2.73311
H 2.40520 -2.89167 1.13136
H 3.98050 -0.95709 1.01188
H 2.91011 -0.16710 2.16399
H 5.84085 -0.97113 2.59390
H 5.25597 0.58149 4.77217
H 4.64046 -1.09485 4.76859
H 3.59930 0.22049 4.29788
H 5.52044 0.93669 1.22729
H 4.68041 1.71428 2.35340
C 0.51610 0.53235 -5.94562
O 0.22106 -0.35164 -4.82533
C -0.10874 -1.64592 -5.32388
C -0.42131 -2.57466 -4.12895
C -1.02236 -3.86984 -4.54203
N -1.34913 -1.78326 -3.25647
H 1.48933 0.26344 -6.35592
H 0.48745 1.54511 -5.51970
H -0.25110 0.40885 -6.64489
H -0.99635 -1.60028 -5.91941
H 0.60965 -2.08077 -6.01090
H 0.42630 -2.78848 -3.53636
H -2.01120 -3.82804 -5.05318
H -1.20157 -4.52197 -3.62195
H -0.32679 -4.44088 -5.16549
H -2.34142 -1.86603 -3.48494
H -1.10900 -0.82744 -3.18545
N -1.75318 -0.78276 1.70076
C -1.00273 -0.65805 0.53423
N -1.02626 -1.80025 -0.19253
O -0.51299 0.38119 0.18974
H -2.56273 -1.44965 1.72172
H -1.82344 0.03920 2.25771
H -0.87913 -1.78047 -1.18499
H -1.46496 -2.64060 0.12004
```

4.
This record from OMol25 describes 2 unconnected molecules or ions with the total composition C4H13NO2S. The level of theory is the ωB97M-V functional and the def2-TZVPD basis.

- HOMO: -8.74 eV
- Gap between HOMO and LUMO: 9.3 eV
- ΔE to the lowest compared entry with this formula, charge and spin: 2.9 kcal per mole
- Calculated total energy: -763.617654 Ha
- SMILES string: N[C@H](CO)CCS.O

Geometry as XYZ:
```
21
C4H13NO2S, DFT the ωB97M-V functional and the def2-TZVPD basis
N 0.77452 0.88149 -0.43169
C -0.11895 -0.23883 -0.77514
C -0.37090 -0.38046 -2.27619
O 0.81285 -0.32475 -3.03396
C -1.39210 -0.18480 0.07270
C -1.08562 -0.25789 1.54832
S -0.36016 -1.88560 1.98414
H 0.47056 1.75659 -0.83020
H 1.71988 0.73502 -0.73926
H 0.42067 -1.13685 -0.49031
H -0.83203 -1.33815 -2.49816
H -1.10593 0.34861 -2.63476
H 1.19304 0.55546 -2.92557
H -2.01299 -1.02800 -0.24275
H -1.96788 0.71439 -0.14597
H -0.40639 0.54644 1.79452
H -1.97642 -0.18703 2.15810
H 0.26011 -1.42671 3.07752
O 1.97678 0.61255 2.33210
H 2.43349 1.42182 2.58134
H 1.56747 0.81671 1.47522
```

5.
This record from OMol25 describes 4 unconnected molecules or ions with the total composition C20H53B2IN4O7. The level of theory is the ωB97M-V functional and the def2-TZVPD basis.

- HOMO: -8.37 eV
- Gap between HOMO and LUMO: 8.1 eV
- Calculated total energy: -1886.785744 Ha
- SMILES string: CN(C)B(O)BI.COCCNCCOC.COCCNCCOC.COCCNCCOC

Geometry as XYZ:
```
87
C20H53B2IN4O7, DFT the ωB97M-V functional and the def2-TZVPD basis
C 2.37622 -1.25438 -6.19236
N 1.53831 -0.06736 -6.03728
C 2.28268 1.17701 -6.30314
B 0.31454 -0.13651 -6.88461
O 0.36146 -0.00956 -8.29886
B -1.11593 -0.35559 -6.03723
I -2.67330 1.14426 -5.90074
H 3.22806 -1.16622 -5.51406
H 2.76556 -1.40634 -7.21328
H 1.81167 -2.15254 -5.92606
H 2.35792 1.35630 -7.38544
H 3.26273 1.13715 -5.83266
H 1.68725 2.00762 -5.91314
H 0.89315 -0.71556 -8.66018
H -1.22242 -1.39506 -5.46477
C -5.77855 -4.95659 -4.18034
O -4.53326 -4.30956 -3.99043
C -4.44207 -3.04893 -4.64863
C -4.35510 -1.92204 -3.63499
N -5.62219 -1.74788 -2.93192
C -5.54061 -0.83321 -1.79334
C -4.67050 -1.25134 -0.60744
O -5.16240 -2.38516 0.09672
C -4.74600 -3.63784 -0.41777
H -5.70817 -5.94843 -3.73563
H -6.58856 -4.41208 -3.68438
H -6.00706 -5.06573 -5.24412
H -5.27472 -2.89408 -5.34008
H -3.51909 -3.06111 -5.23601
H -4.10346 -0.99326 -4.15328
H -3.53892 -2.16108 -2.94108
H -5.93891 -2.64790 -2.59840
H -6.56113 -0.69902 -1.42453
H -5.20474 0.14473 -2.15118
H -4.68698 -0.43149 0.10764
H -3.62221 -1.38956 -0.88333
H -3.75156 -3.58689 -0.86893
H -5.46575 -4.02314 -1.14408
H -4.71097 -4.34372 0.41413
C -1.00178 3.28800 4.41193
O -0.06525 2.30687 4.00107
C -0.00228 1.18429 4.87522
C -0.51468 -0.06252 4.17640
N -1.95596 0.01264 3.96189
C -2.48059 -1.04472 3.09922
C -2.02802 -1.05511 1.63894
O -2.49226 0.05187 0.88337
C -1.66714 1.20484 0.93831
H -0.89522 4.14580 3.74932
H -2.02791 2.91521 4.33177
H -0.80760 3.61208 5.43792
H -0.54361 1.36784 5.80696
H 1.05214 1.03294 5.12699
H -0.28952 -0.93719 4.79272
H 0.03093 -0.15880 3.22911
H -2.17872 0.90610 3.54503
H -3.56904 -0.94796 3.10689
H -2.24899 -2.01451 3.54920
H -2.47447 -1.93852 1.17282
H -0.94356 -1.16936 1.53317
H -0.61098 0.95061 1.05552
H -1.98249 1.87471 1.74183
H -1.78882 1.74392 -0.00272
C 3.73765 3.06684 1.43547
O 3.96965 3.45037 2.77883
C 3.41591 2.54525 3.72851
C 4.52079 1.84749 4.50271
N 5.24491 0.90866 3.65107
C 6.45776 0.36851 4.26222
C 7.60045 1.34327 4.55132
O 8.20215 1.88677 3.38935
C 7.58122 3.05638 2.88204
H 4.09842 3.87005 0.79424
H 4.28378 2.15165 1.18355
H 2.67026 2.92134 1.24749
H 2.74480 1.82314 3.25640
H 2.82156 3.14038 4.42688
H 4.08107 1.30216 5.34300
H 5.18472 2.62312 4.90442
H 5.50016 1.37605 2.79200
H 6.84021 -0.39582 3.58102
H 6.18618 -0.14507 5.18943
H 8.38869 0.77494 5.05280
H 7.30928 2.13851 5.24606
H 7.13619 3.66262 3.67439
H 6.82539 2.80606 2.13379
H 8.34966 3.65034 2.38537
```

6.
This record from OMol25 describes C4H10O2 in the gas phase. The level of theory is the ωB97M-V functional and the def2-TZVPD basis.

- HOMO: -10.46 eV
- Gap between HOMO and LUMO: 11.4 eV
- ΔE to the lowest compared entry with this formula, charge and spin: 41.0 kcal per mole
- Calculated total energy: -308.832840 Ha
- SMILES string: OCCCCO

Geometry as XYZ:
```
16
C4H10O2, DFT the ωB97M-V functional and the def2-TZVPD basis
O 3.00834 0.26401 -0.06009
C 1.72083 -0.46103 0.05895
C 0.60368 0.53128 -0.05573
C -0.68491 -0.24716 0.13384
C -1.85392 0.60092 0.06300
O -3.04307 -0.20780 -0.05880
H 3.69213 -0.38709 -0.13474
H 1.54125 -1.14797 -0.76402
H 1.65559 -0.92257 1.12124
H 0.72253 1.39498 0.63581
H 0.82019 0.95124 -1.04090
H -0.77942 -0.89701 1.05289
H -0.74828 -1.00028 -0.61968
H -1.66589 1.43153 -0.64286
H -1.89377 0.99954 1.09546
H -3.09528 -0.90258 -0.78437
```

7.
This record from OMol25 describes a molecular structure, C18H21N5O9Pd. The level of theory is the ωB97M-V functional and the def2-TZVPD basis.

- HOMO (spin up / spin down): -7.91 / -8.41 eV
- Gap between HOMO and LUMO (spin up / spin down): 7.6 / 5.9 eV
- Calculated total energy: -1777.032719 Ha
- <S²>: 2.01
- 2S+1: 3

Geometry as XYZ:
```
54
C18H21N5O9Pd, DFT the ωB97M-V functional and the def2-TZVPD basis
Pd 1.16436 -0.15494 -0.84874
O 5.13450 0.81925 -0.20577
C 3.93280 0.89812 -0.34048
O 3.15622 -0.21692 -0.40434
C 3.32147 2.33550 -0.44305
C 4.25601 3.34862 -0.63831
C 3.82777 4.60931 -0.93731
C 2.50113 5.01300 -0.96394
C 1.53114 4.05014 -0.60137
C 1.94145 2.64134 -0.34643
O 1.08445 1.71795 0.06135
N 0.15851 4.44336 -0.68521
O -0.68840 3.62240 -1.07269
O -0.07544 5.66819 -0.44502
N 4.91294 5.55561 -1.21712
O 6.11635 5.16958 -1.15431
O 4.60300 6.75068 -1.49435
H 5.33106 3.07672 -0.60874
H 2.21679 6.03693 -1.17685
N -0.74173 0.24261 -1.02470
C -1.85813 0.28730 -0.64601
N -3.16518 0.38765 -0.41553
C -3.88054 1.67722 -0.61059
C -5.32307 1.33553 -1.06733
O -5.97772 0.55247 -0.08774
C -5.34434 -0.71919 0.09566
C -3.86226 -0.56616 0.49166
H -3.33047 2.23100 -1.43666
H -3.84165 2.23430 0.32904
H -5.28600 0.81001 -2.04716
H -5.88768 2.25480 -1.16472
H -5.40638 -1.34663 -0.81226
H -5.92727 -1.19093 0.90543
H -3.33668 -1.52396 0.43797
H -3.79707 -0.21909 1.49478
O 1.18680 -2.13707 -1.25226
C 1.32249 -3.02674 -0.30861
C 0.89382 -4.41011 -0.57195
C -0.00904 -5.08038 0.50279
C -0.69203 -4.08538 1.47896
C 0.19072 -3.30050 2.49453
C 1.69306 -3.31022 2.18565
N 1.96279 -2.77006 0.85632
H 1.82370 -5.04345 -0.73598
H 0.41911 -4.36992 -1.56513
H 0.54502 -5.84954 1.03943
H -0.83476 -5.60250 -0.03608
H -1.42350 -4.66064 2.08379
H -1.25380 -3.35525 0.90363
H 0.03633 -3.70546 3.48573
H -0.13560 -2.23389 2.55557
H 2.09117 -4.32406 2.30498
H 2.18709 -2.63288 2.87565
H 2.53668 -1.93369 0.78382
```

8.
This record from OMol25 describes 2 unconnected molecules or ions with the total composition C11H14OS. The level of theory is the ωB97M-V functional and the def2-TZVPD basis.

- HOMO: -8.43 eV
- Gap between HOMO and LUMO: 7.5 eV
- ΔE to the lowest compared entry with this formula, charge and spin: 82.7 kcal per mole
- Calculated total energy: -900.822500 Ha
- SMILES string: S=C1C=CC=CC1.CC1(C)CC1=O

Geometry as XYZ:
```
27
C11H14OS, DFT the ωB97M-V functional and the def2-TZVPD basis
S -1.44119 1.26630 0.27961
C -2.49211 0.66316 1.41425
C -2.36799 -0.70133 1.81728
C -3.26217 -1.28093 2.65586
C -4.24467 -0.39968 3.26943
C -4.29263 0.92405 3.14549
C -3.27684 1.56872 2.27188
H -1.42888 -1.25965 1.40957
H -3.29118 -2.38900 2.80311
H -5.00256 -0.87267 3.91143
H -4.90691 1.46020 3.78171
H -2.52790 2.08884 2.91012
H -3.86264 2.32499 1.74130
C 1.55081 -2.44836 -3.11951
C 2.13502 -1.58437 -2.00180
C 3.52813 -1.92800 -1.38097
C 1.14512 -0.84807 -1.14804
C 1.87072 -0.13980 -2.22042
O 2.00171 0.89774 -2.85862
H 0.51071 -1.98931 -3.44298
H 1.48137 -3.48276 -2.87941
H 2.16421 -2.47878 -3.94381
H 4.35139 -1.76624 -2.10471
H 3.42537 -2.99662 -0.91785
H 3.63998 -1.27595 -0.52796
H 0.06560 -0.88174 -1.26891
H 1.21741 -0.57727 -0.09892
```